The molecule C25H34N2O4. Source: the Open Molecules 2025 dataset; level of theory: wB97M-V/def2-TZVPD.

Geometry (Å):
C1 -1.170 2.845 -3.263
C2 -0.795 3.754 -2.098
O1 -0.549 3.041 -0.905
C3 -1.607 2.493 -0.217
C4 -2.948 2.724 -0.462
C5 -3.906 2.133 0.348
C6 -3.530 1.310 1.388
C7 -2.187 1.052 1.648
C8 -1.782 0.095 2.745
N1 -1.724 -1.303 2.340
C9 -3.007 -1.869 1.975
C10 -2.875 -3.385 1.841
C11 -1.814 -3.734 0.803
C12 -0.493 -3.060 1.192
N2 0.569 -3.482 0.291
C13 1.880 -3.632 0.881
C14 2.556 -2.304 1.247
C15 2.358 -1.276 0.165
C16 3.045 -0.071 0.234
C17 2.895 0.924 -0.721
O2 3.525 2.146 -0.642
C18 4.348 2.405 0.466
C19 2.049 0.679 -1.817
O3 1.807 1.522 -2.869
C20 2.726 2.541 -3.190
C21 1.341 -0.515 -1.857
C22 1.468 -1.489 -0.879
C23 0.675 -2.771 -0.965
C24 -0.743 -1.547 1.300
C25 -1.224 1.651 0.843
O4 0.103 1.455 1.085
H1 -1.299 3.440 -4.163
H2 -0.377 2.120 -3.423
H3 -2.094 2.311 -3.056
H4 0.153 4.256 -2.310
H5 -1.561 4.523 -1.932
H6 -3.264 3.369 -1.267
H7 -4.951 2.324 0.157
H8 -4.282 0.861 2.020
H9 -2.491 0.165 3.574
H10 -0.788 0.366 3.107
H11 -3.726 -1.631 2.763
H12 -3.385 -1.451 1.024
H13 -2.585 -3.799 2.808
H14 -3.839 -3.811 1.559
H15 -1.670 -4.814 0.745
H16 -2.132 -3.383 -0.180
H17 -0.224 -3.417 2.192
H18 1.798 -4.269 1.765
H19 2.498 -4.156 0.144
H20 3.624 -2.467 1.413
H21 2.137 -1.923 2.184
H22 3.705 0.085 1.072
H23 3.789 2.346 1.406
H24 5.203 1.723 0.505
H25 4.710 3.423 0.327
H26 2.421 2.905 -4.172
H27 3.747 2.156 -3.248
H28 2.694 3.362 -2.470
H29 0.674 -0.669 -2.692
H30 -0.324 -2.570 -1.355
H31 1.171 -3.444 -1.680
H32 0.171 -1.020 1.569
H33 -1.082 -1.155 0.326
H34 0.592 1.914 0.385

The value obtained for the LUMO energy is 0.744 eV. The value obtained for the energy relative to the best compared isomer or geometry (same formula, charge and spin) is 52.25 kcal per mole. The HOMO energy is -7.810 eV. As for the orbital gap: 0.31434 Eh. As for the structure (SMILES): CCOc1cccc(CN2CCC[C@@H](N3CCc4cc(OC)c(OC)cc4C3)C2)c1O.

Results of the Löwdin charge analysis, in e, for atoms 1 through 4:
1 C -0.05
2 C -0.23
3 O -0.06
4 C -0.19



A cluster of 2 separate species, C25H34N3O in total in a non-equilibrium geometry. Source: the Open Molecules 2025 dataset; level of theory: wB97M-V/def2-TZVPD.

Geometry (Å):
C1 0.510 1.982 0.864
N1 0.592 0.640 1.450
C2 0.829 -0.367 0.405
C3 1.652 0.593 2.456
H1 0.325 2.708 1.663
H2 1.444 2.264 0.340
H3 -0.318 2.018 0.148
H4 0.821 -1.363 0.862
H5 0.029 -0.309 -0.341
H6 1.800 -0.223 -0.106
H7 1.683 -0.405 2.904
H8 2.646 0.821 2.026
H9 1.427 1.322 3.242
C4 -7.555 4.082 2.318
N2 -6.590 3.215 1.685
C5 -6.665 2.910 0.355
O1 -7.548 3.283 -0.414
C6 -5.465 2.021 0.024
C7 -4.531 2.640 -1.017
C8 -5.203 2.868 -2.354
C9 -5.295 4.160 -2.883
C10 -6.018 4.383 -4.056
C11 -6.601 3.304 -4.735
C12 -6.449 2.004 -4.239
C13 -5.741 1.783 -3.054
N3 -4.826 1.849 1.332
C14 -3.701 1.117 1.468
C15 -3.032 0.949 2.676
C16 -1.836 0.255 2.861
C17 -1.345 -0.064 4.178
C18 -0.361 -1.071 4.373
C19 0.214 -1.290 5.621
C20 -0.224 -0.565 6.741
C21 -1.260 0.367 6.597
C22 -1.813 0.618 5.342
C23 -5.489 2.602 2.418
C24 -4.589 3.698 3.011
C25 -6.056 1.698 3.526
H10 -8.267 4.432 1.568
H11 -8.097 3.547 3.108
H12 -7.054 4.945 2.772
H13 -5.844 1.049 -0.346
H14 -4.158 3.599 -0.621
H15 -3.670 1.964 -1.140
H16 -4.823 4.985 -2.342
H17 -6.130 5.400 -4.433
H18 -7.169 3.478 -5.650
H19 -6.888 1.155 -4.766
H20 -5.617 0.775 -2.649
H21 -3.339 0.620 0.560
H22 -3.504 1.390 3.554
H23 -1.335 -0.168 1.994
H24 -0.057 -1.673 3.510
H25 1.012 -2.029 5.728
H26 0.234 -0.728 7.716
H27 -1.634 0.912 7.465
H28 -2.603 1.367 5.255
H29 -4.329 4.427 2.231
H30 -5.131 4.209 3.818
H31 -3.665 3.285 3.421
H32 -6.833 1.046 3.106
H33 -5.287 1.069 3.979
H34 -6.497 2.325 4.311

The total charge is +1. The value obtained for the LUMO energy is -4.655 eV. The HOMO energy is -11.191 eV. As for the orbital gap: 0.24020 Eh.

Results of the Löwdin charge analysis, in e, for atoms 1 through 4:
1 C -0.10
2 N -0.36
3 C -0.10
4 C -0.11



A structure of composition C25H34O8 in a non-equilibrium geometry. Source: the Open Molecules 2025 dataset; level of theory: wB97M-V/def2-TZVPD.

Geometry (Å):
C1 -0.239 -2.477 -1.326
H1 -0.506 -3.258 -0.745
H2 -0.797 -2.322 -2.297
H3 0.755 -2.797 -1.776
C2 -0.208 -1.304 -0.853
C3 0.476 -1.257 0.680
H4 0.111 -2.187 1.338
C4 2.032 -1.257 0.331
C5 2.666 -1.254 1.736
C6 4.286 -1.383 1.721
C7 4.589 0.030 0.909
C8 5.145 0.995 1.323
C9 5.466 1.990 0.623
O1 6.107 3.176 1.242
C10 4.699 2.262 -0.711
C11 4.699 0.919 -1.201
H5 5.857 0.559 -1.464
H6 4.243 0.987 -2.216
C12 4.277 -0.122 -0.604
C13 4.670 -1.462 -1.089
H7 4.550 -1.436 -2.375
H8 5.636 -1.541 -0.810
H9 4.153 -2.280 -0.836
C14 2.554 -0.123 -0.280
H10 2.376 0.965 -0.241
C15 1.981 -0.165 -1.824
C16 0.392 -0.242 -1.621
H11 0.223 1.095 -1.239
H12 -0.189 -0.142 -2.483
O2 2.282 -1.378 -2.481
H13 1.712 -1.253 -3.395
H14 2.184 0.678 -2.511
H15 3.706 2.599 -0.346
H16 5.129 2.952 -1.201
H17 5.562 0.807 2.454
H18 4.730 -1.067 2.763
H19 4.582 -2.273 1.107
H20 2.449 -0.348 2.634
H21 2.334 -2.086 2.425
H22 2.132 -2.109 0.064
C17 0.115 -0.012 1.561
H23 -0.112 -0.052 2.711
H24 0.580 0.883 1.249
C18 -1.434 0.212 0.916
H25 -2.222 0.277 1.615
H26 -1.331 1.313 0.514
C19 -1.571 -0.740 -0.236
O3 -2.195 -0.216 -1.342
H27 -2.550 0.937 -1.278
C20 -2.646 -1.668 0.382
O4 -2.063 -2.604 0.933
C21 -3.998 -1.574 0.028
H28 -4.344 -2.229 0.679
H29 -4.146 -2.001 -0.855
O5 -4.434 -0.371 0.316
C22 -4.760 0.243 1.645
O6 -4.629 -0.552 2.365
C23 -5.420 1.571 1.481
C24 -5.867 2.099 0.094
C25 -4.663 1.920 -0.680
O7 -3.606 2.222 -0.885
O8 -5.187 1.421 -2.029
H30 -4.459 1.334 -2.820
H31 -6.876 1.342 -0.139
H32 -6.220 2.925 0.180
H33 -6.057 1.569 2.243
H34 -4.498 2.115 1.759

The value obtained for the LUMO energy is 0.131 eV. The value obtained for the energy relative to the best compared isomer or geometry (same formula, charge and spin) is 616.23 kcal per mole. The HOMO energy is -8.166 eV. As for the orbital gap: 0.30489 Eh.

Results of the Löwdin charge analysis, in e, for atoms 1 through 4:
1 C -0.07
2 H 0.08
3 H 0.16
4 H 0.14



A structure of composition C25H35AsClIrN5O in a non-equilibrium geometry. Source: the Open Molecules 2025 dataset; level of theory: wB97M-V/def2-TZVPD.

Geometry (Å):
Ir1 -0.040 -0.105 -0.182
Cl1 6.998 1.748 -1.006
C1 5.530 1.108 -0.570
C2 5.457 -0.105 0.167
C3 4.246 -0.608 0.516
C4 3.007 0.039 0.162
O1 1.927 -0.538 0.503
C5 3.097 1.279 -0.579
C6 1.936 2.097 -0.899
N1 0.737 1.754 -0.606
C7 -0.367 2.653 -0.789
C8 -0.298 4.009 -0.597
C9 -1.403 4.823 -0.934
C10 -2.527 4.272 -1.497
C11 -2.621 2.867 -1.686
C12 -3.717 2.223 -2.306
C13 -3.686 0.863 -2.475
C14 -2.611 0.126 -1.964
N2 -1.586 0.681 -1.337
C15 -1.558 2.061 -1.260
C16 4.330 1.779 -0.922
H1 6.375 -0.612 0.440
H2 4.177 -1.531 1.077
H3 2.109 3.077 -1.337
H4 0.602 4.465 -0.200
H5 -1.341 5.890 -0.773
H6 -3.352 4.901 -1.803
H7 -4.559 2.808 -2.656
H8 -4.487 0.338 -2.975
H9 -2.609 -0.944 -2.051
H10 4.407 2.716 -1.461
N3 0.543 -2.435 3.318
C17 -0.867 -2.047 3.799
C18 -0.944 -0.556 4.144
C19 -1.249 0.402 2.981
N4 -0.055 0.602 2.089
C20 -2.435 -0.079 2.162
C21 -2.311 -1.528 1.687
N5 -1.435 -1.686 0.441
C22 -1.955 -2.496 2.819
H11 1.235 -2.173 4.028
H12 0.802 -1.984 2.436
H13 0.616 -3.451 3.200
H14 -0.974 -2.628 4.717
H15 -0.067 -0.229 4.708
H16 -1.771 -0.460 4.854
H17 -1.501 1.357 3.447
H18 0.792 0.340 2.587
H19 0.065 1.598 1.925
H20 -2.637 0.599 1.326
H21 -3.327 -0.034 2.795
H22 -3.306 -1.830 1.353
H23 -2.114 -1.688 -0.321
H24 -1.084 -2.640 0.439
H25 -1.806 -3.519 2.463
H26 -2.862 -2.565 3.430
C23 1.261 -0.357 -3.592
As1 0.549 -1.446 -2.177
C24 1.844 -2.785 -1.662
C25 -0.748 -2.538 -3.097
H27 1.669 -0.988 -4.382
H28 2.049 0.292 -3.209
H29 0.456 0.256 -3.996
H30 1.355 -3.756 -1.683
H31 2.277 -2.584 -0.686
H32 2.634 -2.778 -2.415
H33 -0.175 -3.049 -3.875
H34 -1.520 -1.973 -3.602
H35 -1.180 -3.300 -2.448

The total charge is +4. The value obtained for the LUMO energy (spin up / spin down) is -11.848 / -13.772 eV. The HOMO energy (spin up / spin down) is -19.336 / -19.446 eV. As for the orbital gap (spin up / spin down): 0.27518 / 0.20851 Eh. As for the spin multiplicity: 2.

Results of the Löwdin charge analysis, in e, for atoms 1 through 4:
1 Ir 1.16
2 Cl 0.98
3 C -0.60
4 C -0.01



A structure of composition C25H35AuN4P. Source: the Open Molecules 2025 dataset; level of theory: wB97M-V/def2-TZVPD.

Geometry (Å):
Au1 0.146 -0.162 0.468
C1 -1.296 0.491 -2.419
C2 -0.308 -0.481 -3.053
C3 1.139 -0.230 -2.705
C4 2.088 -0.175 -3.718
C5 3.419 0.052 -3.414
C6 3.781 0.232 -2.087
C7 2.792 0.171 -1.131
N1 1.498 -0.057 -1.419
N2 -1.603 0.177 -1.007
C8 -2.340 -1.093 -0.831
C9 -1.429 -2.285 -0.588
C10 -1.795 -3.554 -0.999
C11 -0.954 -4.630 -0.754
C12 0.260 -4.416 -0.115
C13 0.580 -3.137 0.282
N3 -0.259 -2.106 0.071
C14 -2.184 1.348 -0.311
C15 -1.101 2.345 0.048
C16 -1.269 3.707 -0.092
C17 -0.235 4.572 0.252
C18 0.963 4.050 0.716
C19 1.084 2.683 0.843
N4 0.072 1.859 0.534
H1 -2.232 0.502 -2.987
H2 -0.884 1.502 -2.452
H3 -0.408 -0.399 -4.135
H4 -0.575 -1.516 -2.821
H5 1.775 -0.309 -4.744
H6 4.161 0.093 -4.201
H7 4.806 0.412 -1.797
H8 3.041 0.301 -0.083
H9 -2.960 -1.312 -1.705
H10 -3.026 -0.996 0.014
H11 -2.733 -3.694 -1.520
H12 -1.237 -5.625 -1.074
H13 0.955 -5.223 0.069
H14 1.516 -2.909 0.772
H15 -2.666 1.000 0.606
H16 -2.950 1.846 -0.912
H17 -2.204 4.092 -0.478
H18 -0.362 5.641 0.144
H19 1.796 4.688 0.976
H20 1.998 2.226 1.198
C20 -0.766 2.216 3.746
C21 -1.110 0.734 3.590
P1 0.120 -0.348 2.808
C22 -0.291 -2.022 3.356
C23 -1.758 -2.413 3.175
C24 1.768 0.052 3.433
C25 2.843 -0.929 2.965
H21 -1.507 2.675 4.398
H22 -0.791 2.753 2.800
H23 0.207 2.366 4.211
H24 -2.061 0.593 3.070
H25 -1.242 0.278 4.578
H26 -0.022 -2.019 4.420
H27 0.382 -2.733 2.878
H28 -2.417 -1.813 3.801
H29 -1.895 -3.453 3.468
H30 -2.085 -2.317 2.138
H31 1.679 0.053 4.525
H32 2.002 1.080 3.147
H33 2.642 -1.943 3.311
H34 3.811 -0.639 3.369
H35 2.930 -0.942 1.876

The total charge is +3. The value obtained for the LUMO energy is -10.450 eV. The HOMO energy is -18.039 eV. As for the orbital gap: 0.27890 Eh.

Results of the Löwdin charge analysis, in e, for atoms 1 through 4:
1 Au 1.19
2 C -0.13
3 C -0.09
4 C -0.24



A structure of composition C25H35BrCl2GaN2OSSi3 in a non-equilibrium geometry. Source: the Open Molecules 2025 dataset; level of theory: wB97M-V/def2-TZVPD.

Geometry (Å):
Ga1 -0.130 0.449 0.234
Cl1 -1.056 2.484 1.688
C1 -0.893 2.715 3.444
C2 -1.365 3.771 4.189
C3 -1.140 3.757 5.562
C4 -0.466 2.706 6.154
C5 0.008 1.638 5.399
Cl2 0.821 0.363 6.240
C6 -0.197 1.626 4.026
S1 0.233 0.462 2.734
H1 -1.894 4.583 3.710
H2 -1.498 4.572 6.177
H3 -0.304 2.707 7.223
C7 1.962 1.429 -2.134
Si1 2.018 -0.468 -2.015
C8 3.640 -0.734 -1.070
C9 2.212 -1.132 -3.773
C10 0.550 -1.286 -1.181
Si2 -1.334 -1.047 -2.002
C11 -1.548 -2.300 -3.410
C12 -1.869 0.787 -2.962
C13 -2.651 -1.318 -0.666
Si3 0.953 -2.927 -0.470
C14 -0.490 -4.041 -0.009
C15 2.207 -3.956 -1.435
C16 1.642 -2.173 1.222
C17 2.347 -2.758 2.234
C18 2.782 -1.989 3.424
C19 2.493 -0.685 3.548
C20 1.754 -0.121 2.430
N1 1.252 -0.853 1.235
H4 2.979 1.818 -2.251
H5 1.543 1.874 -1.227
H6 1.377 1.758 -2.995
H7 4.466 -0.287 -1.636
H8 3.885 -1.780 -0.908
H9 3.598 -0.241 -0.096
H10 3.124 -0.747 -4.244
H11 1.363 -0.833 -4.393
H12 2.269 -2.222 -3.768
H13 -0.775 -2.141 -4.163
H14 -2.525 -2.177 -3.891
H15 -1.478 -3.334 -3.055
H16 -1.271 0.940 -3.867
H17 -1.689 1.652 -2.194
H18 -2.933 0.821 -3.278
H19 -2.783 -2.380 -0.452
H20 -3.612 -0.925 -1.005
H21 -2.400 -0.814 0.278
H22 -1.081 -4.335 -0.880
H23 -1.145 -3.551 0.713
H24 -0.117 -4.958 0.459
H25 1.804 -4.206 -2.421
H26 2.421 -4.901 -0.921
H27 3.155 -3.449 -1.580
H28 2.609 -3.805 2.161
H29 3.352 -2.493 4.199
H30 2.801 -0.085 4.388
H31 1.487 1.218 2.382
Br1 -5.648 2.503 -0.393
C21 -3.824 2.727 -0.859
C22 -3.462 3.755 -1.710
C23 -2.119 3.889 -2.008
C24 -1.211 2.990 -1.498
N2 -1.570 1.923 -0.603
C25 -2.893 1.871 -0.324
H32 -4.198 4.436 -2.110
H33 -1.772 4.693 -2.643
H34 -0.155 3.056 -1.705
H35 -3.194 1.091 0.360
O1 -0.418 0.386 -1.608

The total charge is -1. The value obtained for the LUMO energy (spin up / spin down) is 2.225 / 2.151 eV. The value obtained for the energy relative to the best compared isomer or geometry (same formula, charge and spin) is 374.23 kcal per mole. The HOMO energy (spin up / spin down) is -3.012 / -2.842 eV. As for the orbital gap (spin up / spin down): 0.19247 / 0.18347 Eh.

Results of the Löwdin charge analysis, in e, for atoms 1 through 4:
1 Ga 0.39
2 Cl 0.80
3 C -0.54
4 C -0.10



A structure of composition C25H35F9HfN8O2P. Source: the Open Molecules 2025 dataset; level of theory: wB97M-V/def2-TZVPD.

Geometry (Å):
Hf1 0.348 -0.880 -0.108
N1 3.090 -0.392 1.923
C1 3.421 -0.209 0.588
C2 4.738 0.184 0.322
C3 5.123 0.446 -0.967
C4 4.181 0.350 -1.996
C5 2.913 -0.029 -1.670
N2 2.522 -0.354 -0.400
C6 2.101 -1.110 2.561
C7 2.325 -1.494 3.888
C8 1.391 -2.262 4.535
C9 0.235 -2.671 3.854
C10 0.064 -2.248 2.573
N3 0.961 -1.431 1.931
H1 3.864 -0.180 2.536
H2 5.446 0.264 1.137
H3 6.146 0.729 -1.179
H4 4.433 0.573 -3.023
H5 2.157 -0.104 -2.437
H6 3.247 -1.210 4.380
H7 1.564 -2.575 5.557
H8 -0.496 -3.318 4.316
H9 -0.791 -2.566 1.987
C11 -2.883 2.428 -1.119
N4 -1.518 2.958 -1.037
C12 -1.130 3.722 -2.233
P1 -0.485 2.590 0.146
O1 0.159 1.156 0.039
N5 0.767 3.617 0.086
C13 2.176 3.292 -0.102
C14 0.506 5.047 0.314
N6 -1.342 2.594 1.537
C15 -2.340 3.638 1.840
C16 -0.693 2.103 2.757
H10 -3.589 3.247 -1.261
H11 -3.150 1.897 -0.209
H12 -2.970 1.746 -1.968
H13 -1.714 4.641 -2.290
H14 -1.328 3.127 -3.125
H15 -0.074 3.973 -2.208
H16 2.299 2.228 -0.271
H17 2.749 3.585 0.780
H18 2.571 3.833 -0.965
H19 -0.564 5.240 0.374
H20 0.908 5.634 -0.513
H21 0.973 5.377 1.242
H22 -2.738 4.078 0.931
H23 -1.897 4.428 2.448
H24 -3.161 3.190 2.400
H25 0.010 1.301 2.532
H26 -1.453 1.717 3.437
H27 -0.151 2.902 3.269
C17 -4.325 -2.024 -3.198
C18 -3.578 -1.525 -2.014
C19 -3.974 -1.303 -0.703
C20 -2.843 -0.861 -0.028
N7 -1.793 -0.802 -0.869
N8 -2.272 -1.219 -2.070
C21 -2.707 -0.502 1.412
H28 -5.384 -1.805 -3.094
H29 -4.210 -3.107 -3.279
H30 -3.965 -1.567 -4.119
H31 -4.962 -1.449 -0.300
H32 -1.666 -1.293 -2.871
H33 -3.376 0.318 1.675
H34 -1.701 -0.145 1.669
H35 -2.951 -1.348 2.055
F1 -1.470 -4.068 -2.295
C22 -0.535 -4.764 -1.622
F2 -0.120 -5.767 -2.370
F3 -1.095 -5.222 -0.513
C23 0.626 -3.791 -1.263
O2 0.147 -2.837 -0.407
C24 1.819 -4.521 -0.574
F4 2.469 -5.304 -1.413
F5 1.395 -5.221 0.465
F6 2.670 -3.578 -0.109
C25 1.135 -3.045 -2.556
F7 0.670 -3.475 -3.688
F8 0.638 -1.680 -2.435
F9 2.435 -2.899 -2.623

The total charge is +3. The value obtained for the LUMO energy is -9.223 eV. The HOMO energy is -17.122 eV. As for the orbital gap: 0.29029 Eh.

Results of the Löwdin charge analysis, in e, for atoms 1 through 4:
1 Hf 1.84
2 N 0.16
3 C -0.27
4 C 0.04



Number 1: energy -37646.257 eV. Number 2: energy -32988.019 eV. Number 3: energy -42831.822 eV. Number 4: energy -112154.019 eV. Number 5: energy -45410.002 eV. Number 6: energy -213440.451 eV. Number 7: energy -77545.360 eV.